Entry 1:
Here is a cluster of 13 separate species, C29H88N14O13 in total from the Open Molecules 2025 dataset. Energies are from ωB97M-V/def2-TZVPD.

Geometry as XYZ:
```
144
C29H88N14O13 | the Open Molecules 2025 dataset | ωB97M-V/def2-TZVPD
C 5.78 -19.27 14.82
C 4.87 -18.30 14.06
O 5.59 -17.14 13.68
H 5.20 -19.92 15.48
H 6.53 -18.76 15.42
H 6.29 -19.95 14.13
H 4.14 -17.94 14.79
H 4.44 -18.80 13.18
H 6.07 -17.35 12.86
C 3.38 -14.52 13.18
C 2.45 -13.74 14.05
O 1.18 -14.41 14.17
H 3.15 -14.61 12.12
H 3.59 -15.52 13.55
H 4.29 -13.90 13.12
H 2.25 -12.73 13.64
H 2.68 -13.46 15.08
H 0.57 -13.78 14.56
C 3.29 -23.74 9.88
C 3.83 -22.51 9.10
O 2.73 -22.02 8.37
H 3.93 -24.13 10.67
H 2.98 -24.41 9.08
H 2.43 -23.37 10.44
H 4.59 -22.90 8.42
H 4.29 -21.78 9.79
H 3.06 -21.23 7.88
C 1.36 -13.97 7.11
C 1.79 -14.56 8.44
O 0.86 -15.62 8.73
H 1.36 -14.73 6.33
H 2.02 -13.15 6.79
H 0.39 -13.48 7.18
H 1.76 -13.72 9.14
H 2.76 -15.05 8.51
H 0.14 -15.15 9.19
C 3.11 -17.64 10.42
O 2.69 -18.23 11.42
N 2.93 -18.13 9.17
N 4.08 -16.69 10.51
H 2.41 -18.99 9.12
H 3.23 -17.61 8.36
H 4.49 -16.25 9.71
H 4.19 -16.34 11.46
C 1.40 -18.25 15.16
O 1.20 -17.73 16.26
N 1.47 -17.60 13.97
N 1.53 -19.59 14.94
H 1.64 -18.18 13.16
H 1.31 -16.61 13.84
H 1.72 -20.13 15.76
H 1.53 -19.93 13.98
C 7.18 -14.47 9.98
O 7.22 -15.57 9.43
N 6.77 -14.35 11.28
N 7.59 -13.31 9.41
H 6.70 -15.30 11.63
H 6.55 -13.52 11.80
H 7.62 -12.42 9.87
H 8.09 -13.40 8.54
C -0.47 -18.10 6.67
O -0.78 -19.10 5.99
N 0.83 -17.80 6.89
N -1.37 -17.27 7.24
H 1.53 -18.46 6.59
H 0.98 -17.03 7.55
H -2.35 -17.48 7.25
H -0.99 -16.48 7.72
C 3.20 -19.73 5.61
O 3.02 -19.91 6.82
N 4.37 -19.31 5.03
N 2.22 -20.02 4.73
H 4.45 -19.29 4.03
H 5.04 -18.84 5.62
H 2.43 -19.94 3.76
H 1.33 -20.38 5.06
C 7.86 -18.98 9.47
C 7.72 -18.81 10.99
C 9.03 -18.61 11.70
O 9.80 -19.78 11.50
C 11.18 -19.47 11.51
N 6.85 -17.62 11.21
H 6.96 -19.34 8.98
H 8.58 -19.78 9.24
H 8.31 -18.14 8.93
H 7.07 -19.61 11.37
H 8.86 -18.28 12.73
H 9.48 -17.72 11.23
H 11.47 -19.05 12.48
H 11.49 -18.80 10.70
H 11.79 -20.37 11.42
H 5.91 -17.83 10.90
H 7.20 -16.97 10.49
C 4.81 -14.76 5.35
C 5.10 -16.16 5.83
C 6.49 -16.58 5.37
O 6.80 -17.90 5.84
C 8.12 -18.25 5.48
N 5.01 -16.34 7.28
H 3.94 -14.35 5.88
H 4.62 -14.79 4.28
H 5.67 -14.10 5.48
H 4.35 -16.84 5.42
H 7.23 -15.85 5.71
H 6.51 -16.65 4.28
H 8.17 -19.34 5.50
H 8.90 -17.73 6.04
H 8.31 -18.05 4.42
H 5.52 -15.63 7.80
H 5.49 -17.22 7.45
C -0.20 -22.16 12.19
C 0.53 -20.99 11.54
C -0.21 -19.66 11.59
O -1.59 -19.67 11.27
C -1.83 -20.15 9.97
N 1.88 -20.90 12.13
H -0.25 -21.98 13.27
H 0.38 -23.06 12.04
H -1.26 -22.08 11.92
H 0.74 -21.20 10.48
H 0.29 -18.86 11.04
H -0.20 -19.32 12.63
H -1.40 -21.15 9.83
H -1.32 -19.52 9.23
H -2.86 -20.28 9.65
H 2.39 -21.60 11.60
H 2.37 -20.05 11.77
C -0.20 -16.14 11.70
C -1.43 -16.25 10.79
C -2.69 -16.51 11.65
O -3.90 -16.42 10.92
C -5.09 -16.72 11.60
N -1.67 -15.01 9.98
H 0.69 -16.42 11.12
H -0.21 -16.83 12.54
H 0.01 -15.10 11.95
H -1.42 -17.10 10.10
H -2.69 -15.79 12.48
H -2.66 -17.56 11.95
H -5.38 -16.13 12.46
H -5.12 -17.74 12.02
H -5.89 -16.81 10.86
H -1.54 -14.23 10.64
H -2.69 -15.07 10.00
```

Computed properties:
spin multiplicity: 1
HOMO: -8.5 eV
E_LUMO: -0.07 eV
HOMO-LUMO gap: 8.47 eV

Entry 2:
Here is a structure of composition C27H37CaN4O6P3S3 from the Open Molecules 2025 dataset. Energies are from ωB97M-V/def2-TZVPD.

Geometry as XYZ:
```
81
C27H37CaN4O6P3S3 | the Open Molecules 2025 dataset | ωB97M-V/def2-TZVPD
Ca 12.34 12.36 8.99
C 11.72 10.43 12.58
N 11.60 10.02 11.15
C 10.24 9.75 10.82
C 9.54 11.09 10.95
N 10.01 12.10 9.97
C 9.89 13.33 10.76
C 9.23 12.10 8.77
C 8.10 12.94 8.74
C 7.32 12.92 7.61
C 7.60 12.16 6.52
C 8.71 11.33 6.58
C 9.59 11.24 7.67
S 11.06 10.20 7.62
C 12.53 8.98 10.77
C 12.08 7.67 10.55
C 12.90 6.69 10.07
C 14.24 7.03 9.88
C 14.70 8.35 10.11
C 13.85 9.41 10.53
S 14.31 11.07 10.66
H 12.74 10.18 12.92
H 10.94 9.93 13.17
H 11.62 11.50 12.72
H 9.77 9.08 11.59
H 10.20 9.31 9.82
H 9.73 11.48 11.93
H 8.45 10.94 10.89
H 8.97 13.43 11.30
H 9.99 14.15 10.06
H 10.72 13.45 11.46
H 7.88 13.67 9.50
H 6.44 13.60 7.61
H 6.97 12.24 5.63
H 8.99 10.77 5.69
H 10.96 7.49 10.65
H 12.47 5.71 9.84
H 14.97 6.27 9.57
H 15.75 8.56 9.82
N 13.76 16.22 8.01
C 12.37 16.35 8.69
C 12.03 17.83 8.85
P 12.75 15.83 10.47
O 13.04 14.19 10.31
O 14.00 16.59 10.82
O 11.54 15.92 11.31
P 11.29 15.45 7.43
O 9.73 15.90 7.82
O 11.70 15.96 6.08
O 11.37 13.97 7.75
H 13.68 16.56 7.02
H 14.06 15.22 8.02
H 14.40 16.75 8.54
H 12.81 18.35 9.49
H 11.10 17.89 9.42
H 11.91 18.25 7.87
H 13.97 13.94 10.11
H 9.45 15.30 8.53
C 15.52 14.02 12.58
P 16.74 14.03 13.97
C 18.11 14.97 13.14
C 17.30 12.29 13.82
C 16.42 11.21 13.58
C 16.84 9.92 13.63
C 18.19 9.62 13.91
C 19.06 10.67 14.12
C 18.63 12.00 14.07
H 15.97 13.66 11.65
H 15.22 15.05 12.39
H 14.67 13.42 12.84
H 18.39 14.41 12.20
H 18.91 15.11 13.78
H 17.63 15.94 12.85
H 15.38 11.38 13.33
H 16.16 9.10 13.44
H 18.52 8.61 13.86
H 20.11 10.43 14.22
H 19.36 12.78 14.18
S 17.46 14.83 7.56
C 15.99 14.17 7.90
N 14.91 13.77 8.21
```

Computed properties:
net charge: -2
spin multiplicity: 1
HOMO: -2.3 eV
E_LUMO: 4.39 eV
HOMO-LUMO gap: 6.71 eV

Entry 3:
Here is an isolated molecule of C11H17ClSi from the Open Molecules 2025 dataset. Energies are from ωB97M-V/def2-TZVPD.

Geometry as XYZ:
```
30
C11H17ClSi | the Open Molecules 2025 dataset | ωB97M-V/def2-TZVPD
C -0.31 0.86 -2.04
C 0.89 0.19 -1.47
C 2.21 0.71 -2.05
C 0.81 -1.35 -1.76
Si 0.95 0.50 0.46
C 2.46 -0.46 1.10
Cl 1.37 2.52 1.02
C -0.79 0.07 1.28
C -1.23 -1.17 1.56
C -2.48 -1.36 1.97
C -3.36 -0.29 2.15
C -2.96 1.05 1.87
C -1.65 1.21 1.46
H -1.23 0.42 -1.67
H -0.28 2.04 -2.02
H -0.46 0.71 -3.18
H 3.10 0.06 -1.74
H 2.48 1.75 -1.70
H 2.24 0.50 -3.21
H 0.11 -1.53 -2.61
H 1.78 -1.68 -2.10
H 0.45 -1.89 -0.80
H 3.32 0.26 1.38
H 2.24 -1.08 2.07
H 2.88 -1.20 0.28
H -0.61 -2.03 1.32
H -2.78 -2.42 2.24
H -4.50 -0.38 2.50
H -3.57 1.79 2.31
H -1.07 2.22 1.39
```

Computed properties:
spin multiplicity: 1
SMILES: CC(C)(C)[Si@@](C)(Cl)c1ccccc1
HOMO: -9.3 eV
E_LUMO: 0.70 eV
HOMO-LUMO gap: 9.95 eV